A molecular structure, C41H28BBaF11IN6O2P at a distorted geometry, computed with ωB97M-V/def2-TZVPD.

Geometry (Å):
Ba: 0.39378 0.19709 -0.94268
I: -0.02467 0.85179 -4.75010
P: -0.83858 -2.69479 0.80126
F: 4.65525 -1.02306 3.30402
F: 2.80757 1.15702 3.63263
F: 4.74332 1.57589 0.05233
F: 0.14003 -2.21562 -3.33132
F: 2.12671 -1.23989 -2.68037
F: 2.99817 2.49860 1.95985
F: 2.56433 -1.47423 3.01467
F: 4.01268 -2.15542 1.57514
F: 5.86561 0.02460 1.05858
F: 4.49046 -0.48233 -0.52646
F: 4.76820 1.72940 2.92621
O: 2.30864 0.14572 0.89308
O: -2.34535 -0.72700 -1.96649
N: -2.52121 4.19797 -1.58792
N: -1.95972 4.24646 0.72561
N: -2.63383 2.12099 -2.59356
N: -1.86044 2.21349 -0.45695
N: -2.39643 6.18563 -0.44051
N: -0.65298 1.07654 1.70248
C: 3.45911 0.18394 1.52556
C: -0.21682 0.42537 2.77498
C: -5.42294 -2.67721 0.55637
C: -4.83982 -3.65215 1.35783
C: -0.73984 -4.56628 -1.26948
C: 1.14240 5.57268 -4.76430
C: 1.16004 -3.00193 -1.07804
C: 1.19540 -5.01192 -2.69412
C: -0.11323 -3.56687 -0.62219
C: 1.47920 4.88650 -1.14680
C: 0.72504 2.78014 -2.21432
C: -2.24191 -0.97444 -0.73794
C: 0.77630 3.50403 -3.45280
C: -2.65385 -2.89641 0.70994
C: -2.33102 2.87198 -1.53175
C: -0.33126 -3.75994 2.21263
C: 0.46172 2.88450 -4.69887
C: 1.89403 -3.79410 -2.27580
C: 0.82383 4.92703 -5.92417
C: -3.23653 -1.95107 -0.14165
C: 4.65752 0.31985 0.52025
C: -1.29973 2.22826 1.87294
C: -4.61459 -1.83131 -0.19832
C: -1.12414 2.06552 4.24519
C: -1.74073 2.93314 0.63846
C: -2.27323 4.81710 -0.44136
C: -0.05277 -5.32409 -2.30886
C: 3.68147 -1.12538 2.36887
C: 0.59724 -5.11288 4.48910
C: -1.54872 2.76496 3.13016
C: -0.44320 0.87084 4.07007
C: 1.48119 5.56751 -2.33066
C: 0.61656 -4.77723 2.10194
C: -3.45753 -3.77072 1.43546
C: 3.52047 1.40552 2.51617
C: -0.35246 -4.10550 4.61272
C: 1.08147 -5.44037 3.23040
C: 1.13110 4.88905 -3.52368
C: 0.48232 3.56086 -5.89023
C: -0.80022 -3.42987 3.48850
C: 1.10727 3.52366 -1.11262
B: 1.28577 -2.37868 -2.55274
H: 0.34186 -0.48134 2.58061
H: -2.76049 2.57379 -3.47995
H: 0.96382 -5.63030 5.36779
H: -2.28835 6.59561 -1.35411
H: 1.75915 6.61558 -2.38530
H: -1.88457 6.63389 0.30110
H: 0.83552 5.45229 -6.87244
H: -0.73420 -3.83520 5.59095
H: -1.31105 2.45439 5.23913
H: -2.42732 1.12239 -2.54166
H: -0.06997 0.29832 4.90845
H: 0.99173 -5.04171 1.12015
H: -1.72925 -4.87975 -0.95483
H: 1.11687 3.06699 -0.11670
H: -6.50193 -2.58377 0.50473
H: -5.05545 -1.06832 -0.83182
H: 1.82807 -6.21892 3.12360
H: 1.76317 5.38747 -0.22531
H: 1.41475 6.62402 -4.77367
H: 0.24078 3.04348 -6.80983
H: -3.00025 -4.51600 2.07586
H: 1.82661 -2.63939 -0.29482
H: 1.72293 -5.68993 -3.36029
H: 2.97243 -3.87742 -2.16697
H: -0.52938 -6.21618 -2.70131
H: -2.06077 3.71392 3.20646
H: -5.46715 -4.31956 1.93926
H: -1.52401 -2.62735 3.59459

* frontier orbital gap: 5.45 eV
* multiplicity: 1
* HOMO energy: -1.374 eV
* total energy: -104667.402 eV
* relative energy (zero: lowest compared OMol25 entry of this formula, charge and spin): 1.780 eV
* charge: -2

=====

A molecular structure, C10H21CeClNO2P2S at a distorted geometry, computed with ωB97M-V/def2-TZVPD.

Geometry (Å):
Ce: -0.57641 -0.06470 -0.29113
Cl: -1.69487 0.24920 -2.86188
S: -1.96908 0.01161 2.09431
P: 0.05279 -2.68803 0.70280
P: -0.13859 2.67464 0.38867
O: 2.59154 0.21207 1.20730
O: 0.90843 -0.09290 -2.35492
N: 0.19034 -0.16350 3.94157
C: -0.12794 3.57204 -1.21334
C: -1.64740 3.37323 1.16582
C: 1.40428 -3.20769 1.82410
C: -1.38459 -3.40280 1.59376
C: 1.13409 3.57965 1.32959
C: -0.71574 -0.07526 3.18542
C: 0.10145 0.00301 -3.29177
C: 1.53092 0.10353 0.73051
C: 0.31980 -0.04327 -4.74587
C: 0.22600 -3.90309 -0.65957
H: -0.16740 0.83771 -5.19228
H: -2.32333 -3.10742 1.10934
H: -0.02096 -4.90447 -0.28298
H: 1.39085 -0.06065 -4.98594
H: 1.28474 -2.74407 2.81303
H: 2.13738 3.29234 0.98934
H: -1.28026 -4.49438 1.57724
H: 2.37426 -2.90504 1.40487
H: 1.37106 -4.30366 1.92541
H: -1.41779 -3.05619 2.63348
H: 0.90287 3.67611 -1.57144
H: -1.63208 4.46333 1.03064
H: -0.19521 -0.93783 -5.14336
H: -0.68079 3.00468 -1.97918
H: -1.67102 3.12901 2.23407
H: 0.99362 4.66314 1.19555
H: -2.54777 2.94546 0.70691
H: 1.05640 3.33872 2.39694
H: 1.25187 -3.89529 -1.05499
H: -0.44845 -3.64387 -1.48316
H: -0.58301 4.56462 -1.06887

* frontier orbital gap (alpha / beta): 7.12 / 7.17 eV
* multiplicity: 2
* HOMO energy (alpha / beta): -15.111 / -15.119 eV
* total energy: -71145.111 eV
* relative energy (zero: lowest compared OMol25 entry of this formula, charge and spin): 0.000 eV
* charge: +2

=====

A molecular structure, C25H33GeN5O2PdS at a distorted geometry, computed with ωB97M-V/def2-TZVPD.

Geometry (Å):
Pd: 0.57055 0.16521 0.15338
Ge: -0.08388 -1.24994 -2.89169
S: 2.84711 0.80491 2.67270
O: -5.45364 1.93015 4.98173
O: -4.89118 -0.22546 5.46574
N: -1.82410 0.68165 1.63483
N: -0.55250 3.24788 1.18578
N: 3.15603 -0.72107 0.34358
N: 2.37496 1.44571 0.04434
N: -0.38062 -1.66104 1.46744
C: -1.86261 3.02132 1.21131
C: 3.11758 1.77529 -1.18455
C: 4.21167 -2.89405 0.45125
C: -4.84812 0.82202 4.82301
C: 1.36797 -2.58348 -2.49849
C: -0.93912 -0.33839 -1.46631
C: -2.20805 4.80662 -0.34192
C: -1.65489 -1.70691 1.92062
C: -2.24898 -0.36767 2.33599
C: -0.82424 4.85608 -0.55825
C: -2.45606 -2.82213 1.98680
C: 0.15215 -2.83935 1.14259
C: -0.54031 -4.04185 1.21295
C: -1.04211 -2.29387 -4.27456
C: -3.80225 0.80909 3.63889
C: 2.42057 2.79565 -2.05767
C: -2.75429 3.88504 0.54940
C: 2.52675 0.43120 0.94940
C: -0.06750 4.13367 0.31088
C: 3.48906 -1.84198 1.26006
C: -3.17884 -0.35044 3.34962
C: -1.87062 -4.03020 1.64273
C: -3.39888 1.93492 2.91703
C: -2.36010 1.85103 1.97368
C: 0.85864 0.04099 -4.08273
H: 1.74390 0.53600 -3.55955
H: 1.26653 -0.38522 -5.03421
H: 2.10613 2.26999 0.56331
H: -1.76337 -1.55457 -4.74007
H: 3.25837 0.84484 -1.74476
H: -0.25821 -2.53017 -4.99862
H: 1.17889 -2.89976 0.71176
H: -0.42493 5.53958 -1.31542
H: 2.64491 -2.26544 1.85901
H: -3.84490 3.83029 0.62346
H: -3.76943 2.92137 3.23036
H: 3.97667 -3.89642 0.89373
H: 4.10204 2.12026 -0.90357
H: -1.30241 0.54195 -2.07321
H: -2.83969 5.51712 -0.87993
H: -3.43437 -1.21610 3.91924
H: -1.81850 -0.85577 -1.09297
H: 4.06885 -1.32683 2.01030
H: 0.05621 -4.89086 0.83937
H: 3.06974 3.07864 -2.85605
H: -3.50564 -2.83941 2.27150
H: 5.27486 -2.75606 0.55375
H: 2.55225 -0.99805 -0.42378
H: 1.52179 2.35221 -2.43951
H: -2.42858 -4.95344 1.66228
H: 1.23084 -3.09340 -1.52685
H: 1.02286 4.26917 0.30212
H: 0.29470 0.93921 -4.35531
H: 3.93344 -2.95806 -0.57274
H: 1.32729 -3.32926 -3.30475
H: -1.60712 -3.09897 -3.84942
H: 2.18576 3.69288 -1.50768
H: 2.33097 -2.07632 -2.53133

* frontier orbital gap: 5.23 eV
* multiplicity: 1
* HOMO energy: -0.716 eV
* total energy: -108836.148 eV
* relative energy (zero: lowest compared OMol25 entry of this formula, charge and spin): 0.000 eV
* charge: -2